Formula: C20H48FO4PS4
Source: OMol25
Level of theory: wB97M-V/def2-TZVPD

```
78
Properties=species:S:1:pos:R:3
S -7.80 -1.57 1.10
S 7.31 -5.89 -1.92
S -2.09 1.27 4.31
S 5.39 -0.08 -3.82
P 1.83 2.02 -2.06
F 2.06 3.12 -3.39
O -1.71 0.09 3.48
O -6.81 -0.46 1.16
O 6.95 -5.14 -3.15
O 4.46 0.24 -2.70
C -7.23 -2.87 2.22
C -3.95 3.49 -0.63
C 1.62 0.78 -0.64
C -3.41 -0.30 -0.49
C 8.61 -4.96 -1.07
C 3.58 2.50 -1.51
C -7.48 -2.49 -0.42
C -4.46 0.90 -0.29
C -2.43 3.97 -0.55
C 7.07 0.01 -3.17
C -3.87 1.18 4.60
C -4.14 2.08 -1.35
C -1.60 0.90 6.01
C 0.29 1.79 1.45
C 4.48 2.88 -0.77
C 1.69 1.39 0.82
C -1.56 2.74 -0.05
C 6.03 -5.58 -0.70
C -0.29 3.17 0.84
C 5.38 -1.87 -4.05
H 5.57 -2.37 -3.10
H -4.28 1.30 0.76
H 8.81 -5.42 -0.11
H -2.11 4.37 -1.57
H -4.39 3.39 0.41
H -7.73 -1.85 -1.27
H 5.10 -6.04 -1.04
H -7.31 -2.49 3.24
H 0.67 2.77 -1.69
H -6.43 -2.76 -0.48
H -0.72 3.83 1.66
H -0.43 0.93 1.25
H -1.22 2.13 -0.95
H -0.51 0.87 6.05
H -2.20 2.11 0.65
H 6.14 -2.15 -4.78
H 8.29 -3.92 -0.94
H 5.87 -4.50 -0.58
H 4.39 -2.16 -4.42
H 7.29 1.04 -2.91
H -1.97 1.69 6.66
H 6.32 -6.02 0.26
H 2.38 2.28 0.94
H 0.41 1.87 2.58
H -4.38 1.33 3.65
H 2.12 0.57 1.50
H -4.13 0.19 4.99
H -3.24 -0.89 0.47
H -4.52 4.33 -1.14
H 1.68 0.98 -3.04
H -5.52 0.52 -0.35
H -3.24 1.78 -1.98
H 7.16 -0.61 -2.27
H 2.41 -0.03 -0.78
H -6.20 -3.12 2.00
H 0.48 3.71 0.22
H -3.79 -1.06 -1.26
H 0.61 0.26 -0.73
H -2.30 4.85 0.16
H -5.02 2.07 -2.07
H -8.11 -3.38 -0.45
H -2.01 -0.06 6.31
H 9.51 -4.99 -1.69
H -4.16 1.96 5.30
H 7.78 -0.34 -3.93
H -2.39 0.09 -0.80
H 5.24 3.39 -0.12
H -7.87 -3.75 2.10
```

multiplicity: 1
HOMO-LUMO gap: 9.3 eV
M: 530.84 g/mol
HOMO energy: -8.712 eV
energy: -3125.46487 a.u.